[1]
ORCA calculation (the ωB97M-V functional and the def2-TZVPD basis) on a molecular structure, C3H6BrI in a non-equilibrium geometry.

Each line ends with the Mulliken charge.
Positions of all 11 atoms, in Å:
C -1.01186 -0.55732 -0.42942  -0.9518
C 0.40564 0.92426 0.74365  -1.2063
C 0.44020 -0.16648 -0.24578  0.0165
Br 1.25419 0.40288 -1.93712  -0.0744
I 1.65828 -1.95245 0.61376  0.0621
H -1.37058 -1.08666 0.55456  0.3177
H -1.57957 0.42536 -0.66973  0.3480
H -1.14671 -1.30750 -1.38051  0.2964
H 1.41924 1.34556 0.71528  0.3606
H 0.19491 0.37927 1.69129  0.3677
H -0.26372 1.59306 0.34402  0.4635

Lowest unoccupied orbital energy: -0.012 hartree
Gap between HOMO and LUMO: 0.339 Eh
F_max: 4.16 eV/A
HOMO energy: -9.5 eV

***

[2]
ORCA calculation (the ωB97M-V functional and the def2-TZVPD basis) on 2 unconnected molecules or ions with the total composition C2H6N2O2 in a non-equilibrium geometry.

Each line ends with the Mulliken charge.
Positions of all 12 atoms, in Å:
C -0.83780 -0.37804 0.41883  0.1476
C -1.15787 0.95812 -0.15841  -0.8806
N -0.16392 -1.36526 -0.13192  -0.4947
O 0.71829 -0.91142 -1.12317  -0.3822
N 1.50756 0.33553 0.73644  0.0565
O 2.53099 0.64855 0.17291  -0.3252
H 1.30182 -1.66677 -1.28444  0.3729
H 1.42015 -0.70927 1.13147  0.2533
H -1.57894 -0.77692 1.10365  0.3753
H -1.46599 1.61658 0.65323  0.2892
H -0.27912 1.34854 -0.66602  0.2898
H -1.99518 0.90037 -0.85257  0.2979

Lowest unoccupied orbital energy: 0.001 hartree
Gap between HOMO and LUMO: 0.337 Eh
F_max: 3.64 eV/A
HOMO energy: -9.1 eV
Structure (SMILES): C/C=N\O.N=O

***

[3]
ORCA calculation (the ωB97M-V functional and the def2-TZVPD basis) on 2 unconnected molecules or ions with the total composition C8H19BN4O7PS.

Each line ends with the Mulliken charge.
Positions of all 41 atoms, in Å:
C -0.78900 -1.41122 1.15177  -1.0048
C -1.18107 -0.61734 -0.08836  -0.0381
O -0.71711 0.77302 -0.11910  -0.4409
N -0.73698 1.37312 1.08599  0.6383
C -1.73972 1.62774 1.93210  0.4989
N -3.01627 1.29673 1.75642  -0.1538
B -4.07214 1.65676 2.75966  0.4406
O -5.14258 2.29375 2.24647  -0.4500
O -3.99295 1.28305 4.05903  -0.4833
N -1.24960 2.27970 3.00538  -0.6289
C 0.03434 2.43599 2.74210  -0.1232
N 0.43384 1.91081 1.58224  -0.1883
P 2.08799 2.05685 0.77642  -0.0060
C 2.24013 0.44697 -0.05968  -0.9498
C 3.05377 1.69994 2.28933  -1.0220
H -1.65410 -1.69409 1.74782  0.3136
H -0.28644 -2.32668 0.84422  0.3856
H -0.09798 -0.86423 1.78907  0.2550
H -0.71804 -1.03492 -0.97565  0.0920
H -2.25971 -0.62979 -0.24709  0.3806
H -3.27794 0.82948 0.90335  0.2222
H -5.82513 2.45750 2.90750  0.3352
H -3.10619 1.21348 4.42597  0.3236
H 0.71343 2.97742 3.38149  0.4667
H 3.30705 0.37217 -0.28453  0.5004
H 1.68891 0.44236 -0.99481  0.2560
H 1.96665 -0.41016 0.54654  0.3442
H 3.91747 1.10423 1.99422  0.3619
H 2.49628 1.12938 3.03097  0.3804
H 3.40107 2.62811 2.73866  0.3231
C 1.84511 -1.60839 -5.02257  -0.2937
C 0.50744 -2.32256 -5.07183  -0.3153
O 0.65495 -3.37232 -4.09678  -0.3085
S 1.57859 -2.89592 -2.90188  0.9662
O 0.78442 -2.45289 -1.80202  -0.3988
O 2.58571 -3.86349 -2.68248  -0.5520
O 2.16810 -1.60250 -3.61588  -0.3028
H 2.62254 -2.14964 -5.56102  0.2849
H 1.79644 -0.57946 -5.36541  0.3127
H 0.29496 -2.78086 -6.03246  0.3165
H -0.31624 -1.67207 -4.77513  0.2615

Lowest unoccupied orbital energy: -0.090 hartree
Gap between HOMO and LUMO: 0.369 Eh
F_max: 0.90 eV/A
Charge: +1
HOMO energy: -12.5 eV

***

[4]
ORCA calculation (the ωB97M-V functional and the def2-TZVPD basis) on a molecular structure, C38H43BrN3Sr in a non-equilibrium geometry.

Each line ends with the Mulliken charge.
Positions of all 86 atoms, in Å:
Sr -0.72871 -0.06857 -0.60470  1.6977
C 3.80183 1.76291 -0.02804  -2.2819
C 3.43258 0.60464 0.87106  0.1497
C 2.91302 0.84587 2.14604  1.7574
C 2.64685 2.26169 2.60410  -1.9617
C 2.62116 -0.22633 2.99562  0.4547
C 2.13984 0.04897 4.39994  -2.1958
C 2.82002 -1.53959 2.56011  1.6455
C 2.37550 -2.69393 3.43139  -2.5496
C 3.39905 -1.77762 1.30959  0.4893
C 3.83039 -3.17220 0.91231  -2.2771
C 3.64612 -0.70914 0.44179  1.9135
C 4.13320 -0.97371 -0.96477  -2.4375
H 4.19585 2.59530 0.55390  0.4480
H 2.93417 2.12063 -0.59034  0.3060
H 4.57006 1.47647 -0.74236  0.4981
H 3.52835 2.69452 3.08910  0.3870
H 1.82188 2.29848 3.31344  0.1386
H 2.37774 2.89982 1.76366  0.4387
H 2.69860 0.87670 4.83741  0.4248
H 2.27739 -0.81506 5.04569  0.5483
H 1.08437 0.32202 4.40924  0.3847
H 3.12032 -2.94530 4.19299  0.3333
H 2.18667 -3.58378 2.83562  0.4816
H 1.44153 -2.44800 3.93461  0.3918
H 3.12047 -3.64578 0.23207  0.2842
H 3.94789 -3.81115 1.78451  0.5223
H 4.79875 -3.13471 0.41260  0.4558
H 5.21304 -0.80996 -1.04724  0.4238
H 3.63379 -0.31515 -1.67521  0.4365
H 3.92062 -1.99488 -1.27364  0.3704
C 1.50304 -4.39895 -1.63561  -0.8021
C 1.76898 -4.32311 -2.99557  -0.4694
C 1.39292 -3.19342 -3.69648  -0.7999
C 0.73884 -2.14966 -3.02823  0.1005
N 0.53012 -2.22043 -1.70616  0.8183
C 0.89228 -3.30838 -1.03781  -0.7474
C 0.27890 -0.92837 -3.72139  1.7641
C 0.03933 -0.95887 -5.10139  -0.6211
C -0.32090 0.19696 -5.77196  -0.6485
C -0.44040 1.38433 -5.06233  -0.5937
C -0.24775 1.38774 -3.68574  -0.5572
C 0.11118 0.24422 -2.95486  -1.2137
H 1.75550 -5.27852 -1.05882  0.5230
H 2.27084 -5.13973 -3.50118  0.4017
H 1.61192 -3.11258 -4.75169  0.3849
H 0.66117 -3.31017 0.02269  0.4566
H 0.08986 -1.89044 -5.65698  0.3287
H -0.51591 0.17052 -6.83785  0.3610
H -0.71462 2.29722 -5.58316  0.3573
H -0.39756 2.32629 -3.15523  0.3243
C -3.47070 -0.28381 3.60378  -1.2572
C -1.94242 -0.29600 3.70526  -0.6629
C -1.39399 1.04005 4.12822  0.8743
C -1.15489 1.30526 5.46914  -0.1603
C -0.68514 2.54278 5.88440  -0.9856
C -0.44208 3.52333 4.94051  -0.3132
C -0.68495 3.30253 3.58738  0.4008
C -0.34955 4.39793 2.59968  -0.7852
C -1.26547 5.61958 2.72413  -1.3515
C -1.18417 2.05566 3.17387  -0.4403
N -1.47668 1.79852 1.82373  0.2975
C -2.51906 2.38792 1.34135  0.1081
C -3.03943 2.26180 0.03301  -0.6163
C -4.16807 2.94090 -0.46476  -0.7187
C -4.33683 2.51184 -1.77622  -0.9721
C -3.30666 1.58903 -2.00946  -0.6600
N -2.52519 1.43731 -0.93522  -0.1947
H -3.82248 -1.24116 3.22019  0.3607
H -3.80081 0.49198 2.91242  0.2291
H -3.92016 -0.09265 4.58145  0.3487
H -1.53552 -0.56759 2.73194  -0.0664
H -1.63783 -1.05885 4.42702  0.4970
H -1.33808 0.51996 6.19517  0.3824
H -0.50335 2.73323 6.93536  0.3795
H -0.05198 4.48570 5.25658  0.4155
H -0.40998 4.00884 1.58495  0.3845
H 0.68490 4.71233 2.76898  0.4786
H -2.28163 5.37290 2.41348  0.3132
H -0.90501 6.43614 2.09518  0.4188
H -1.30627 5.97717 3.75411  0.3094
H -3.10974 3.04364 1.99532  0.3318
H -4.76672 3.66101 0.07544  0.4724
H -5.09972 2.81529 -2.47673  0.4049
H -3.10042 1.04735 -2.92320  0.5484
Br -2.14195 -2.31781 0.45314  -0.8167

Lowest unoccupied orbital energy: 0.096 hartree
Gap between HOMO and LUMO: 0.270 Eh
F_max: 1.54 eV/A
Charge: -1
HOMO energy: -4.7 eV

***

[5]
ORCA calculation (the ωB97M-V functional and the def2-TZVPD basis) on a molecular structure, C6H15BrMnNO6P in a non-equilibrium geometry.

Each line ends with the Mulliken charge.
Positions of all 31 atoms, in Å:
Mn -11.50006 19.96862 -11.05205  0.4817
Br -13.33431 20.37035 -9.18063  -0.8066
P -9.95676 22.08792 -11.49897  0.8530
O -9.98322 23.59858 -11.18267  -0.9379
O -11.44376 21.77782 -11.94599  -0.7012
O -9.88696 21.02440 -10.32969  -0.6854
O -8.92170 21.98460 -12.64774  -0.8108
C -8.66626 18.52733 -12.57972  -1.1781
O -9.97406 19.03528 -12.46520  0.5734
C -10.58474 19.21619 -13.74699  -0.8375
C -11.97166 18.58328 -13.81133  -0.6996
N -12.68799 18.87856 -12.54085  -0.2644
C -12.89466 17.71130 -11.63658  -0.9442
C -11.63752 17.05131 -11.00994  -0.5360
O -11.01583 18.05596 -10.21247  0.1555
C -10.21180 17.60221 -9.15762  -1.1251
H -8.43869 18.30997 -11.52827  0.2450
H -7.96151 19.30474 -12.88440  0.2850
H -8.49777 17.57995 -13.10847  0.3842
H -9.94030 18.90790 -14.57789  0.4956
H -10.60647 20.30918 -13.86778  0.3646
H -11.91303 17.49980 -13.98075  0.2865
H -12.58020 19.07264 -14.57086  0.4774
H -13.63558 19.14954 -12.76468  0.2709
H -13.37644 16.98890 -12.32124  0.5376
H -13.56388 17.90766 -10.80027  0.3753
H -10.90568 16.78060 -11.78226  0.1947
H -11.96808 16.13037 -10.52250  0.5556
H -10.62031 16.77019 -8.57520  0.3247
H -9.89441 18.44031 -8.54365  0.3192
H -9.28222 17.19621 -9.59488  0.3471

Lowest unoccupied orbital energy (spin up / spin down): 0.172 / 0.171 hartree
Spin multiplicity: 6
Gap between HOMO and LUMO (spin up / spin down): 0.125 / 0.125 Eh
F_max: 4.28 eV/A
⟨S²⟩: 8.76
Charge: -2
HOMO energy (spin up / spin down): 1.3 / 1.2 eV

***

[6]
ORCA calculation (the ωB97M-V functional and the def2-TZVPD basis) on a molecular structure, C4H5LiOY in a non-equilibrium geometry.

Each line ends with the Mulliken charge.
Positions of all 12 atoms, in Å:
C 1.20258 -0.70930 1.46728  -1.0943
C -0.00319 -0.52477 1.97856  0.3411
C -1.24718 -0.93577 2.39393  -0.3400
H 1.93050 0.10690 1.44954  0.4662
H 1.48252 -1.65370 0.99420  0.3860
H -1.96593 -1.33269 1.66960  0.2445
H -1.45940 -1.06470 3.45769  0.3008
O -1.46139 1.41351 0.45031  -0.4852
C -1.34883 1.18070 1.74596  -0.3167
Y -0.08211 0.93589 -1.25021  1.3204
Li -3.43288 1.39628 0.69450  0.8994
H -0.65035 1.89719 2.22565  0.2776

Lowest unoccupied orbital energy (spin up / spin down): -0.330 / -0.345 hartree
Spin multiplicity: 2
Gap between HOMO and LUMO (spin up / spin down): 0.225 / 0.211 Eh
F_max: 3.78 eV/A
⟨S²⟩: 0.75
Charge: +2
HOMO energy (spin up / spin down): -15.1 / -15.1 eV

***

[7]
ORCA calculation (the ωB97M-V functional and the def2-TZVPD basis) on a molecular structure, C14H19ClCuO in a non-equilibrium geometry.

Each line ends with the Mulliken charge.
Positions of all 36 atoms, in Å:
C -2.50937 2.75536 0.94831  -0.6423
C -1.51300 3.01430 -0.03041  -0.1733
C -0.25786 2.58624 0.48775  -0.7458
H -1.66842 3.55317 -0.96939  0.4378
C -0.46642 2.07947 1.81184  -0.6122
C -1.87454 2.17983 2.09461  -0.2836
H -2.35333 1.90765 3.02745  0.4020
H -3.57219 2.96399 0.85504  0.3958
H 0.72318 2.72781 0.02663  0.4330
H 0.31076 1.82470 2.52378  0.6274
Cu -1.47979 0.69335 0.38236  -0.0232
Cl -3.51795 -0.03463 0.13439  -0.6007
C 1.47998 -1.00702 -3.97114  -0.5355
C 2.63348 -0.79102 -3.14804  -0.5078
C 3.05093 0.56929 -3.31983  -0.5510
H 3.12978 -1.53873 -2.53294  0.3454
C 2.15561 1.19317 -4.24733  -0.5301
C 1.18517 0.21993 -4.65022  -0.5412
H 0.38817 0.37572 -5.37478  0.3441
H 0.94689 -1.94786 -4.08916  0.3374
H 3.91981 1.03561 -2.85890  0.3342
H 2.22550 2.21676 -4.61270  0.3608
C 0.38134 -2.90530 1.14361  -1.9142
C -0.26216 -1.61857 1.64127  2.3835
C -1.62000 -1.96874 2.24312  -1.8061
C 0.60996 -0.98302 2.71694  -1.5813
O -0.23098 -0.74504 0.54711  -0.6542
H 0.51304 -3.60209 1.96778  0.3918
H 1.35041 -2.69422 0.69397  0.3806
H -0.26341 -3.36301 0.39561  0.4444
H -1.45229 -2.64607 3.08308  0.4395
H -2.14373 -1.09330 2.63130  0.2536
H -2.25504 -2.48052 1.51752  0.3996
H 1.53852 -0.61699 2.26240  0.3474
H 0.07283 -0.14714 3.17136  0.1998
H 0.82513 -1.71312 3.49762  0.4443

Lowest unoccupied orbital energy (spin up / spin down): 0.196 / 0.196 hartree
Spin multiplicity: 2
Gap between HOMO and LUMO (spin up / spin down): 0.200 / 0.200 Eh
F_max: 1.38 eV/A
⟨S²⟩: 0.76
Charge: -2
HOMO energy (spin up / spin down): -0.1 / -0.1 eV